Entry 1:
Entry from the Open Molecules 2025 dataset: a 4-piece molecular cluster, C2H5FN2 overall (the ωB97M-V functional and the def2-TZVPD basis).

Relative energy (zero: lowest compared OMol25 entry of this formula, charge and spin) = 450.8 kJ/mol
Gap between HOMO and LUMO = 12.0170 eV
LUMO = 1.09 eV

Structure (ORCA input):
```
! RIJCOSX wB97M-V def2-TZVPD def2/J DEFGRID3
* xyz 0 1
F 0.60440 0.89740 -1.24382
N -0.31503 -0.14943 -1.38688
N 0.27467 -2.64419 1.03718
C 0.65965 -2.96092 2.06904
C -1.49111 0.19451 -1.75617
H 1.46311 3.27552 1.17740
H 1.88795 4.08591 1.11170
H -2.28238 -0.64741 -1.99630
H -1.78247 1.32967 -1.97473
H 0.98122 -3.38106 2.96257
*
```

Atomic partial charges in e from the Löwdin method, atoms 1 to 8: atom 1 (F): -0.131, atom 2 (N): -0.045, atom 3 (N): 0.056, atom 4 (C): -0.079, atom 5 (C): -0.059, atom 6 (H): 0.003, atom 7 (H): 0.006, atom 8 (H): 0.108



Entry 2:
Entry from the Open Molecules 2025 dataset: an isolated ion of composition C3H2NO2S and charge -1 (the ωB97M-V functional and the def2-TZVPD basis).

Relative energy (zero: lowest compared OMol25 entry of this formula, charge and spin) = 151.1 kJ/mol
Structure (SMILES) = O=C1N=CS[C@H]1[O-]
Gap between HOMO and LUMO = 7.7535 eV
LUMO = 3.57 eV

Structure (ORCA input):
```
! RIJCOSX wB97M-V def2-TZVPD def2/J DEFGRID3
* xyz -1 1
S -0.39490 1.06415 0.69876
O 1.31372 -1.55435 -1.68097
O 2.44310 0.87549 -0.25416
N 0.01194 -1.49042 0.16160
C 0.79725 -0.91273 -0.74835
C -0.71722 -0.62024 0.71557
C 1.21552 0.53100 -0.68718
H 0.74739 1.19376 -1.47363
H -1.42543 -1.17523 1.28905
*
```

Atomic partial charges in e from the Löwdin method, atoms 1 to 8: atom 1 (S): 0.701, atom 2 (O): 0.022, atom 3 (O): -0.220, atom 4 (N): 0.030, atom 5 (C): -0.551, atom 6 (C): -0.622, atom 7 (C): -0.495, atom 8 (H): 0.087



Entry 3:
Entry from the Open Molecules 2025 dataset: one molecule with the formula C4H5NO3 (the ωB97M-V functional and the def2-TZVPD basis).

Relative energy (zero: lowest compared OMol25 entry of this formula, charge and spin) = 353.4 kJ/mol
Structure (SMILES) = O=C(O)C(=O)N1CC1
Gap between HOMO and LUMO = 10.7153 eV
LUMO = 0.60 eV

Structure (ORCA input):
```
! RIJCOSX wB97M-V def2-TZVPD def2/J DEFGRID3
* xyz 0 1
O -2.97017 -0.43222 -0.39383
O -0.71123 -1.74380 0.47767
O -1.68074 1.38300 0.34333
N 0.53912 -0.04986 -0.36760
C 1.53420 0.89968 0.08431
C -0.54838 -0.65890 0.14390
C -1.76776 0.20983 0.11596
C 1.81587 -0.60552 -0.15931
H 2.47478 -0.92768 -1.09078
H 1.97688 1.51937 -0.69531
H 1.62124 1.35381 1.26564
H -3.78401 0.24596 -0.53080
H 1.50020 -1.19365 0.80682
*
```

Atomic partial charges in e from the Löwdin method, atoms 1 to 8: atom 1 (O): 0.015, atom 2 (O): 0.196, atom 3 (O): 0.129, atom 4 (N): -0.071, atom 5 (C): -0.076, atom 6 (C): -0.490, atom 7 (C): -0.357, atom 8 (C): -0.106



Entry 4:
Entry from the Open Molecules 2025 dataset: C5H9NOS as an isolated structure (the ωB97M-V functional and the def2-TZVPD basis).

Relative energy (zero: lowest compared OMol25 entry of this formula, charge and spin) = 377.3 kJ/mol
Gap between HOMO and LUMO = 9.1405 eV
LUMO = 0.77 eV

Structure (ORCA input):
```
! RIJCOSX wB97M-V def2-TZVPD def2/J DEFGRID3
* xyz 0 1
S 2.42084 -0.50641 -0.13845
O 1.24773 1.74936 -0.19916
N -1.55107 -0.38197 -0.94711
C 0.64834 -0.73893 -0.28550
C -0.21439 0.27460 -1.05843
C -0.09887 -0.02133 0.87875
C -0.07205 1.24410 0.06178
C -1.49106 -0.36958 0.66173
H 0.59207 -1.86410 -0.46121
H -1.44837 -1.34001 -1.31762
H -2.13257 0.36614 1.10148
H -0.78377 2.04633 0.02241
H 1.75471 2.27171 0.50866
H 0.24227 -0.23368 1.99610
H 0.06238 0.72099 -2.11644
H 2.66390 -1.79294 0.40547
H -1.84008 -1.42426 0.88754
*
```

Atomic partial charges in e from the Löwdin method, atoms 1 to 8: atom 1 (S): 0.753, atom 2 (O): -0.165, atom 3 (N): 0.021, atom 4 (C): -0.557, atom 5 (C): -0.322, atom 6 (C): -0.303, atom 7 (C): -0.304, atom 8 (C): -0.146



Entry 5:
Entry from the Open Molecules 2025 dataset: a 2-piece molecular cluster, C7H8Cl3PSi overall (the ωB97M-V functional and the def2-TZVPD basis).

Relative energy (zero: lowest compared OMol25 entry of this formula, charge and spin) = 0.0 kJ/mol
Gap between HOMO and LUMO (alpha / beta) = 5.4491 / 7.8807 eV
LUMO (alpha / beta) = -2.04 / -0.95 eV

Structure (ORCA input):
```
! RIJCOSX wB97M-V def2-TZVPD def2/J DEFGRID3
* xyz 0 1
Cl -3.34812 1.22405 2.18747
Cl -5.28917 -0.32487 -0.09199
Cl -4.10591 2.90025 -0.68338
P 1.51124 1.87491 -0.72801
Si -3.75631 1.09187 0.14669
C 0.31088 -0.62689 -0.10313
C 1.49747 0.09379 -0.32670
C -0.10736 2.42421 -0.13810
C 2.70859 -0.68781 -0.50038
C 0.33675 -2.01181 0.25181
C 2.69457 -2.01393 -0.18757
C 1.58047 -2.69291 0.19954
H -0.12608 3.46963 0.22795
H -0.96107 2.37848 -0.85081
H -0.62887 -0.16132 0.17840
H -0.58710 1.81901 0.65779
H -0.58695 -2.42848 0.57083
H 3.64845 -2.47422 -0.25075
H 1.72068 -3.69460 0.44309
H 3.48785 -0.15935 -1.00274
*
```

Atomic partial charges in e from the Löwdin method, atoms 1 to 8: atom 1 (Cl): 0.184, atom 2 (Cl): 0.166, atom 3 (Cl): 0.247, atom 4 (P): 0.921, atom 5 (Si): -0.548, atom 6 (C): -0.111, atom 7 (C): -0.478, atom 8 (C): -0.458



Entry 6:
Entry from the Open Molecules 2025 dataset: C12H24N4NbORb as an isolated structure (the ωB97M-V functional and the def2-TZVPD basis).

Gap between HOMO and LUMO = 7.0664 eV
LUMO = -9.75 eV

Structure (ORCA input):
```
! RIJCOSX wB97M-V def2-TZVPD def2/J DEFGRID3
* xyz 2 1
Nb -0.06257 0.00957 -0.02318
Rb 2.61880 -0.57221 -2.11475
O 3.94289 -1.20140 -0.01599
N -0.55415 -1.50207 -1.25380
N 1.85953 -0.28858 0.40002
N -0.28432 1.71736 -1.00605
N -0.58901 -0.08358 3.28244
C -0.14965 -3.05928 0.57482
C 2.94664 -0.91710 0.59785
C -1.72087 -3.69167 -1.26159
C 0.00631 3.67130 -2.49179
C -0.42128 -2.96196 -0.90615
C 1.82553 2.90344 -0.96579
C 0.32724 3.06593 -1.11676
C -1.14785 -1.20734 -2.59709
C -0.22997 3.95624 0.00232
C -0.39856 -0.04958 2.11763
C -1.74502 1.61649 -1.42187
C 0.75632 -3.53276 -1.70730
H 0.67538 -3.35911 -2.78345
H 1.71538 -3.12048 -1.34044
H 2.25079 2.35262 -1.81391
H 0.74948 -2.48920 0.87579
H 2.09316 2.39175 -0.02904
H -1.05156 3.90434 -2.61642
H -1.91456 -3.74242 -2.33584
H 0.06119 3.56505 0.98820
H -2.34971 2.37188 -0.92774
H -1.31567 4.03479 -0.02775
H 0.18519 4.97660 -0.08920
H -1.00729 -2.70902 1.16686
H -2.57785 -3.23018 -0.76943
H 0.56509 4.61632 -2.60486
H -0.98450 -0.15510 -2.83688
H -2.23395 -1.39600 -2.60450
H 2.30543 3.90070 -0.95851
H 0.31853 3.00219 -3.29889
H -2.11870 0.63323 -1.14223
H -0.67901 -1.80888 -3.37321
H -1.84321 1.71711 -2.51322
H 0.81993 -4.62423 -1.55078
H 0.03624 -4.10902 0.84192
H -1.64667 -4.73263 -0.89816
*
```

Atomic partial charges in e from the Löwdin method, atoms 1 to 8: atom 1 (Nb): 1.712, atom 2 (Rb): 1.076, atom 3 (O): 0.015, atom 4 (N): -0.256, atom 5 (N): -0.229, atom 6 (N): -0.240, atom 7 (N): 0.074, atom 8 (C): -0.060



The calculation returns the following E values, one per record and in order: -7847.6839; -19563.6405; -11858.3388; -19700.3925; -62123.4555; -23030.5434 eV.